[1]
Entry from OMol25: a structure of composition C37H30Cl2F9N9O5S2V in a non-equilibrium geometry (the ωB97M-V functional and the def2-TZVPD basis).

## Properties
multiplicity = 2
net charge = -2
molar mass = 1037.67 g mol⁻¹
calculated total energy = -159369.570 eV
F_max = 4.62 eV/Å
HOMO-LUMO gap (spin up / spin down) = 4.999 / 4.989 eV
energy relative to the best compared isomer or geometry (same formula, charge and spin) = 0.6154 eV

Geometry (Å):
V 0.2791 0.8770 -0.5572
Cl 6.4703 2.7312 -2.0588
C 4.8195 2.7586 -1.5451
C 4.2344 1.5684 -1.1266
C 2.9099 1.5881 -0.7222
N 2.1429 0.5467 -0.2594
C 2.5259 -0.1861 0.8019
O 3.6742 -0.4870 1.1482
C 1.3265 -0.4449 1.6282
C 1.4001 -1.1113 2.8437
C 0.2921 -1.1680 3.6673
C -0.8651 -0.5135 3.2421
C -0.8577 0.1574 2.0388
N 0.2031 0.2079 1.2197
C 2.1875 2.8172 -0.7025
C 2.7954 3.9962 -1.1053
C 4.1094 3.9484 -1.5503
Cl 4.8389 5.4105 -2.1177
N 0.8820 2.6435 -0.3230
C 0.0292 3.6253 0.0227
O 0.3012 4.8039 0.2634
C -1.3455 3.0681 0.0718
C -2.4367 3.7706 0.5644
C -3.6921 3.1884 0.5248
C -3.8110 1.9328 -0.0712
C -2.6814 1.3045 -0.5505
N -1.4515 1.8154 -0.4366
H 4.7891 0.6427 -1.1329
H 2.3491 -1.5481 3.1158
H 0.3352 -1.6818 4.6156
H -1.7705 -0.5285 3.8271
H -1.7386 0.7110 1.7463
H 2.2431 4.9223 -1.0820
H -2.2724 4.7519 0.9811
H -4.5604 3.6939 0.9194
H -4.7727 1.4558 -0.1661
H -2.7432 0.3539 -1.0618
C 2.4430 -3.2789 -0.6073
C 2.8350 -4.7634 -0.4090
N 1.6399 -5.6055 -0.4928
C 0.7457 -5.2682 0.6165
C 0.4529 -3.7492 0.6107
N 0.9928 -3.1538 -0.6037
C 0.4552 -3.8589 -1.7585
C 0.9564 -5.3219 -1.7547
H 2.8112 -2.8962 -1.5619
H 2.8508 -2.6570 0.1887
H 3.2876 -4.9300 0.5738
H 3.5422 -5.0992 -1.1760
H 1.2294 -5.5842 1.5466
H -0.1685 -5.8565 0.4971
H 0.9231 -3.2558 1.4616
H -0.6176 -3.5407 0.6460
H 0.7683 -3.3314 -2.6610
H -0.6323 -3.8168 -1.6992
H 1.6693 -5.5051 -2.5642
H 0.1267 -6.0285 -1.8572
N -6.4909 -7.1942 -0.2463
C -6.3002 -5.9465 0.3538
C -7.2348 -4.9280 0.1775
C -7.0396 -3.6934 0.7676
C -5.9179 -3.4767 1.5405
C -5.0032 -4.4891 1.7557
C -5.1922 -5.7251 1.1707
S -5.5081 -1.8347 2.1699
O -5.7420 -1.8572 3.5969
O -6.3042 -0.8739 1.4329
N -3.9349 -1.6899 1.9319
C -3.4506 -1.7790 0.7265
S -4.4880 -2.2063 -0.7227
C -3.0499 -2.0782 -1.7020
C -1.9785 -1.7634 -0.9379
N -2.2097 -1.6180 0.3947
H -7.0444 -7.1567 -1.0916
H -5.6261 -7.6995 -0.3769
H -8.0873 -5.1005 -0.4652
H -7.7221 -2.8747 0.6069
H -4.1307 -4.2741 2.3538
H -4.4613 -6.5123 1.3075
H -3.1142 -2.2182 -2.7629
H -0.9771 -1.5743 -1.2917
F 0.1828 2.2207 -5.0020
C 0.5097 1.7519 -3.7838
F -0.3825 2.2742 -2.9298
F 1.6976 2.2853 -3.4868
C 0.5101 0.1860 -3.6743
O 0.3393 -0.2307 -2.4589
C 1.8681 -0.3102 -4.2859
F 1.8234 -1.6061 -4.6321
F 2.8536 -0.1772 -3.4046
F 2.2407 0.3492 -5.4016
C -0.6424 -0.3096 -4.6159
F -0.4081 -0.1384 -5.9357
F -0.8815 -1.6093 -4.4501
F -1.7804 0.3423 -4.3573

Atomic partial charges in e from the Löwdin method, atoms 1 to 5:
1 V 0.88
2 Cl 0.62
3 C -0.70
4 C -0.04
5 C -0.21



[2]
Entry from OMol25: a cluster of 2 separate species, ClH3N2OS in total in a non-equilibrium geometry (the ωB97M-V functional and the def2-TZVPD basis).

## Properties
molar mass = 114.56 g mol⁻¹
SMILES = N=S(=N)=O.Cl
calculated total energy = -28431.340 eV
F_max = 3.93 eV/Å
HOMO-LUMO gap = 10.617 eV
energy relative to the best compared isomer or geometry (same formula, charge and spin) = 1.2108 eV

Geometry (Å):
N 0.2133 0.5756 0.7514
N -1.1005 0.4350 -1.4754
O 1.4979 0.6147 -1.3896
S 0.2233 0.5972 -0.7357
Cl 2.1168 -1.5108 1.5593
H -0.6762 0.3241 0.9714
H -1.1708 0.6059 -2.4918
H 2.6608 -1.2813 2.6883

Atomic partial charges in e from the Löwdin method, atoms 1 to 5:
1 N -0.22
2 N -0.21
3 O -0.33
4 S 0.66
5 Cl 0.32



[3]
Entry from OMol25: a cluster of 2 separate species, C5H13N3 in total in a non-equilibrium geometry (the ωB97M-V functional and the def2-TZVPD basis).

## Properties
molar mass = 115.18 g mol⁻¹
calculated total energy = -9863.477 eV
F_max = 1.33 eV/Å
HOMO-LUMO gap = 9.238 eV
energy relative to the best compared isomer or geometry (same formula, charge and spin) = 2.8889 eV

Geometry (Å):
C -2.0062 0.6969 0.2787
C -1.3477 0.3435 -1.0268
C -0.7397 1.3985 -0.1226
C -1.9814 -0.2945 1.4183
H -2.9156 1.2840 0.2020
H -1.8137 0.6658 -1.9495
H -0.8674 -0.6256 -1.0764
H 0.1560 1.1509 0.4340
H -0.7983 2.4312 -0.4423
H -1.0452 -0.8570 1.4228
H -2.8046 -1.0083 1.3325
H -2.0768 0.2151 2.3801
C 1.9403 -0.9131 0.1264
N 2.6482 -0.0683 0.8457
N 2.1198 -0.0932 -1.2773
N 1.2499 -1.9610 0.2888
H 2.8854 -0.2985 1.8004
H 2.7595 0.5442 -0.4715
H 1.2375 0.3157 -1.5782
H 2.5736 -0.6012 -2.0303
H 0.8265 -2.3249 -0.5548

Atomic partial charges in e from the Löwdin method, atoms 1 to 5:
1 C -0.35
2 C -0.14
3 C -0.13
4 C -0.07
5 H 0.13



[4]
Entry from OMol25: an isolated molecule of C6H10O in a non-equilibrium geometry (the ωB97M-V functional and the def2-TZVPD basis).

## Properties
molar mass = 98.14 g mol⁻¹
calculated total energy = -8426.106 eV
F_max = 2.28 eV/Å
HOMO-LUMO gap (spin up / spin down) = 7.755 / 8.642 eV
energy relative to the best compared isomer or geometry (same formula, charge and spin) = 5.1343 eV

Geometry (Å):
C 1.0591 -0.8328 -1.3030
C -0.4107 -0.7390 -0.9940
C -0.5783 -0.9671 0.5331
C -0.1743 0.5158 0.6546
C -0.1372 1.3836 1.8016
O 1.2693 0.5895 0.3697
C -0.7970 0.7413 -0.7308
H 1.6652 -0.3296 0.4197
H 1.5183 -1.8194 -1.2031
H 1.4536 -0.2332 -2.1204
H -1.0510 -1.3174 -1.6757
H -1.6232 -1.0992 0.8261
H 0.0435 -1.7313 1.0143
H -0.1955 2.4583 1.6734
H 0.1796 0.9880 2.7601
H -0.3401 1.5140 -1.3553
H -1.8812 0.8783 -0.6703

Atomic partial charges in e from the Löwdin method, atoms 1 to 5:
1 C 0.00
2 C -0.33
3 C -0.07
4 C -0.55
5 C 0.12



[5]
Entry from OMol25: a cluster of 2 separate species, C2H3Cl2NOS in total in a non-equilibrium geometry (the ωB97M-V functional and the def2-TZVPD basis).

## Properties
molar mass = 160.03 g mol⁻¹
SMILES = C=[NH+][S-].O=C(Cl)Cl
calculated total energy = -41538.418 eV
F_max = 3.54 eV/Å
HOMO-LUMO gap (spin up / spin down) = 8.195 / 8.197 eV
energy relative to the best compared isomer or geometry (same formula, charge and spin) = 2.2374 eV

Geometry (Å):
C -0.1863 -0.2463 0.2449
C 3.7039 -0.4437 -0.3659
N 0.2771 0.9180 0.0956
O 2.7122 -0.9080 -0.8464
S 1.4538 1.6498 1.1055
Cl 4.6201 -1.1505 0.9081
Cl 4.3633 1.0989 -0.7788
H 0.2099 -0.7912 1.0544
H -0.7520 -0.8559 -0.4331
H 0.0083 1.7124 -0.5907

Atomic partial charges in e from the Löwdin method, atoms 1 to 5:
1 C -0.07
2 C -1.34
3 N -0.53
4 O -0.05
5 S 0.42



[6]
Entry from OMol25: an isolated molecule of C4H4N2O in a non-equilibrium geometry (the ωB97M-V functional and the def2-TZVPD basis).

## Properties
molar mass = 96.09 g mol⁻¹
calculated total energy = -9237.248 eV
F_max = 2.16 eV/Å
HOMO-LUMO gap = 8.322 eV
energy relative to the best compared isomer or geometry (same formula, charge and spin) = 3.2397 eV

Geometry (Å):
O -0.0602 2.2796 1.0852
C 0.0267 1.2122 0.5254
C -0.8936 0.0562 0.8064
C -0.7306 -1.2364 0.0986
N 0.2881 -1.2189 -0.7916
C 1.1314 -0.1280 -1.0428
N 1.0473 1.0039 -0.4602
H -1.2181 -0.0016 1.9138
H -1.9783 0.3903 1.0018
H 0.4803 -2.0635 -1.3350
H 1.9069 -0.2938 -1.8015

Atomic partial charges in e from the Löwdin method, atoms 1 to 5:
1 O 0.08
2 C -0.46
3 C -0.15
4 C -0.02
5 N -0.01



Q: F_max of number 4 (C6H10O)?
A: 2.28 eV/Å